The following is a quantum chemistry calculation of a structure of composition C17H20MoN5O6S3Te, from the OMol25 dataset.

Values from the calculation:
energy relative to the best compared isomer or geometry (same formula, charge and spin): 8.6 kcal/mol
E_tot: -2915.87687 hartree
lowest unoccupied orbital energy: 2.022 eV
E_HOMO: -4.01 eV
F_max: 0.5 eV/Å
HOMO-LUMO gap: 6.03 eV
charge: -1

The geometry in XYZ format:
```
53
Properties=species:S:1:pos:R:3:forces:R:3:mulliken_charge:R:1
Mo -0.973 0.634 0.842 -0.235 0.085 -0.007 0.25
C -3.592 3.582 -1.802 -0.044 0.069 -0.018 -1.53
C -2.924 2.379 -1.196 -0.093 -0.136 0.011 0.63
S -1.819 2.692 0.128 0.244 -0.082 -0.102 -0.18
C -3.149 1.126 -1.615 -0.011 0.109 0.091 0.60
C -4.089 0.760 -2.726 -0.072 -0.029 -0.075 -1.49
S -2.318 -0.209 -0.817 0.213 0.010 -0.028 -0.42
H -3.054 4.493 -1.541 0.012 -0.014 0.010 0.38
H -4.620 3.690 -1.445 0.005 -0.010 0.009 0.31
H -3.629 3.513 -2.892 -0.004 -0.005 -0.007 0.32
H -4.041 1.479 -3.548 0.002 0.006 0.008 0.33
H -5.129 0.727 -2.387 0.008 -0.001 0.019 0.28
H -3.847 -0.224 -3.130 0.014 0.001 0.014 0.39
C 3.292 -4.203 4.357 0.025 -0.011 -0.005 -0.83
O 1.904 -4.096 4.078 0.061 -0.059 -0.020 -0.32
C 1.349 -2.878 3.833 -0.067 0.252 -0.457 0.63
O 0.158 -2.785 3.704 0.120 -0.215 0.284 -0.44
N 2.252 -1.841 3.736 -0.221 -0.128 0.230 -0.06
N 1.711 -0.561 3.598 0.047 0.034 0.090 -0.41
H 3.448 -5.213 4.727 -0.009 -0.001 -0.006 0.26
H 3.605 -3.484 5.115 -0.013 -0.002 0.005 0.38
H 3.894 -4.068 3.454 -0.011 0.003 -0.003 0.31
H 3.130 -2.045 3.282 0.032 0.009 -0.031 0.23
H 1.602 -0.287 2.628 -0.005 0.032 0.016 0.10
H 2.276 0.099 4.109 0.047 0.037 -0.060 0.24
S 0.687 -1.273 0.498 -0.067 0.136 -0.071 -0.34
C -0.104 -2.742 0.729 0.149 -0.123 0.004 0.33
N -1.423 -2.776 1.041 -0.098 0.203 0.169 0.57
C -2.106 -3.906 1.241 -0.006 -0.093 -0.001 -0.04
C -1.463 -5.103 1.135 0.088 0.187 -0.031 -0.74
C -0.086 -5.021 0.856 -0.057 -0.215 0.046 0.07
N 0.575 -3.912 0.648 -0.012 0.019 -0.040 -0.51
H -1.850 -1.855 1.249 -0.015 0.004 -0.075 -0.24
H -3.152 -3.787 1.484 -0.003 0.002 0.046 0.45
H -1.970 -6.041 1.285 0.009 -0.019 0.014 0.39
H 0.501 -5.935 0.815 0.010 0.004 -0.034 0.38
Te -1.957 0.160 3.053 -0.060 0.060 -0.086 -0.50
O 2.804 2.629 0.680 -0.033 -0.020 0.003 -0.72
C 1.794 2.193 0.146 0.002 0.132 -0.027 -0.06
O 0.896 1.497 0.746 0.060 -0.219 0.048 -0.57
C 1.572 2.485 -1.331 0.024 0.048 0.050 0.40
C 0.683 1.771 -2.124 0.000 -0.033 -0.032 0.03
C 0.493 2.101 -3.460 0.008 0.015 -0.036 -0.75
C 1.189 3.153 -4.028 -0.014 -0.068 0.123 -0.43
C 2.086 3.838 -3.223 0.102 0.170 -0.092 0.05
C 2.300 3.528 -1.894 -0.118 -0.146 0.009 -0.55
N 2.846 4.954 -3.820 -0.082 -0.108 0.060 1.03
O 3.696 5.495 -3.144 0.069 0.051 0.064 -0.62
O 2.581 5.275 -4.964 -0.016 0.015 -0.100 -0.65
H 0.123 0.942 -1.715 -0.016 0.012 0.050 0.61
H -0.214 1.535 -4.053 0.007 -0.006 0.000 0.42
H 1.056 3.443 -5.058 0.008 0.017 -0.010 0.48
H 3.006 4.072 -1.287 0.017 0.021 -0.017 0.57
```
Forces are in eV/Å.